# 1
# C19H17N2O2Re

A structure of composition C19H17N2O2Re (ωB97M-V/def2-TZVPD, the Open Molecules 2025 dataset).

The calculation puts the total energy at -1071.74789 a.u. As for the net charge: +2. Its HOMO energy (alpha / beta) is -14.29 / -14.28 eV. The value obtained for the HOMO-LUMO gap (alpha / beta) is 0.16663 / 0.16625 Eh.

Each line ends with the Löwdin charge.
Positions of all 41 atoms, in Å:
1 Re 0.476 -0.844 -0.289  1.631
2 C 1.730 2.985 -1.169  0.026
3 C 1.719 1.792 -0.283  -0.346
4 O 1.020 0.749 -0.673  -0.231
5 C 2.419 1.685 0.887  0.055
6 C 2.484 0.507 1.708  -0.237
7 C 3.437 0.507 2.845  0.016
8 N 1.738 -0.540 1.460  -0.089
9 N 1.708 -1.611 2.255  0.111
10 C 0.958 -2.584 1.853  -0.318
11 O 0.368 -2.406 0.635  -0.263
12 C 0.584 -3.733 2.621  -0.150
13 C -0.390 -4.606 2.089  -0.009
14 C -0.886 -5.632 2.861  -0.049
15 C -0.396 -5.836 4.148  -0.023
16 C 0.586 -4.995 4.669  -0.039
17 C 1.071 -3.944 3.924  0.006
18 H 2.020 2.670 -2.175  0.111
19 H 2.416 3.746 -0.812  0.106
20 H 0.724 3.409 -1.244  0.112
21 H 2.998 2.538 1.209  0.141
22 H 4.287 1.151 2.634  0.102
23 H 3.775 -0.504 3.067  0.094
24 H 2.949 0.890 3.744  0.121
25 H -0.750 -4.441 1.082  0.111
26 H -1.652 -6.282 2.468  0.115
27 H -0.784 -6.647 4.748  0.121
28 H 0.953 -5.161 5.668  0.119
29 H 1.803 -3.265 4.334  0.121
30 C -0.971 -1.536 -1.343  -0.004
31 C -2.138 -1.969 -1.864  -0.278
32 C -3.341 -1.754 -1.102  0.036
33 C -4.543 -2.189 -1.590  -0.007
34 C -4.623 -2.802 -2.847  0.062
35 C -3.468 -3.049 -3.596  -0.003
36 C -2.241 -2.660 -3.120  0.048
37 H -3.255 -1.286 -0.134  0.132
38 H -5.440 -2.041 -1.008  0.133
39 H -5.589 -3.086 -3.237  0.141
40 H -3.545 -3.548 -4.552  0.135
41 H -1.337 -2.837 -3.682  0.138

---

# 2
# C19H17N5O2Pd

A structure of composition C19H17N5O2Pd (ωB97M-V/def2-TZVPD, the Open Molecules 2025 dataset).

The calculation puts the total energy at -1286.37876 a.u. Its HOMO energy (alpha / beta) is -7.40 / -7.40 eV. The value obtained for the HOMO-LUMO gap (alpha / beta) is 0.21709 / 0.21700 Eh.

Each line ends with the Löwdin charge.
Positions of all 44 atoms, in Å:
1 Pd -0.052 0.475 0.845  1.081
2 C -3.094 -0.149 -3.753  -0.097
3 C -3.171 0.881 -2.824  -0.079
4 C -2.104 1.149 -1.980  -0.031
5 C -0.941 0.389 -2.058  -0.294
6 C -0.871 -0.654 -2.980  -0.056
7 C -1.939 -0.916 -3.826  -0.088
8 N 0.108 0.646 -1.150  -0.040
9 C 1.385 0.680 -1.526  -0.226
10 C 1.864 0.816 -2.864  -0.019
11 C 3.202 0.900 -3.100  -0.066
12 C 4.172 0.837 -2.060  -0.094
13 C 3.768 0.698 -0.773  -0.025
14 C 2.385 0.614 -0.495  -0.198
15 N 1.853 0.459 0.750  -0.133
16 N 2.556 0.333 1.798  0.098
17 C 1.755 0.205 2.937  -0.304
18 C 2.352 0.057 4.178  -0.006
19 C 1.548 -0.061 5.297  -0.052
20 C 0.169 -0.030 5.159  -0.044
21 C -0.365 0.119 3.892  -0.078
22 N 0.409 0.224 2.815  -0.006
23 H -3.928 -0.355 -4.412  0.099
24 H -4.070 1.480 -2.752  0.106
25 H -2.163 1.929 -1.234  0.111
26 H 0.023 -1.266 -3.021  0.116
27 H -1.873 -1.730 -4.537  0.101
28 H 1.158 0.885 -3.679  0.111
29 H 3.537 1.032 -4.122  0.107
30 H 5.225 0.909 -2.296  0.100
31 H 4.473 0.649 0.045  0.108
32 H 3.431 0.041 4.231  0.115
33 H 1.992 -0.173 6.278  0.112
34 H -0.488 -0.112 6.013  0.111
35 H -1.435 0.164 3.720  0.112
36 N -1.263 -1.868 0.462  -0.007
37 C -2.662 -1.448 0.605  -0.176
38 C -2.794 -0.193 1.472  -0.665
39 O -3.641 -0.165 2.348  0.031
40 O -2.029 0.813 1.161  -0.202
41 H -1.122 -2.347 -0.418  0.067
42 H -1.014 -2.518 1.199  0.075
43 H -3.303 -2.214 1.038  0.111
44 H -3.044 -1.186 -0.384  0.112